# 1
C35H48F12N2O12 | wB97M-V/def2-TZVPD

Structure (XYZ):
```
109
Properties=species:S:1:pos:R:3:lowdin_charge:R:1
C 0.41221 -1.58706 2.59210 -0.084
C 0.54776 -1.30992 4.14409 -0.248
O 1.87059 -1.42247 4.67632 -0.157
C 2.57977 -2.57407 4.21781 -0.179
C 1.87368 -3.96508 4.47704 -0.113
O 2.60045 -4.94109 3.64755 -0.073
C 1.84957 -5.35016 2.56015 -0.241
N 1.80183 -4.57019 1.45830 0.207
C 1.04838 -5.12556 0.41998 -0.126
C 0.96573 -4.34412 -0.86471 -0.134
C 1.62759 -2.94081 -1.08301 -0.153
C 3.13790 -2.83816 -0.61513 -0.170
C 4.07291 -1.98485 -1.56760 -0.200
O 5.36262 -2.63232 -1.60960 -0.221
C 6.09989 -2.40835 -0.41259 -0.138
C 0.22692 -4.89421 -2.01395 -0.037
C -0.43621 -6.23150 -1.91436 -0.072
C -0.36179 -6.94257 -0.65337 -0.021
C 0.38185 -6.43255 0.55664 -0.183
N 0.36552 -7.24876 1.68784 0.166
C 1.11571 -6.65839 2.65456 -0.119
C 1.22551 -7.44542 4.03360 -0.159
O 2.56969 -7.70627 4.41440 -0.179
C 3.18847 -8.63016 3.48012 -0.242
C 3.71793 -9.85587 4.34040 -0.074
H 0.16314 -2.68686 2.47695 0.056
H 1.38104 -1.46022 2.02101 0.076
H -0.42394 -1.02803 2.10343 0.069
H -0.10270 -2.06740 4.67601 0.114
H 0.07448 -0.30364 4.33835 0.124
H 2.92319 -2.50121 3.13982 0.115
H 3.54107 -2.60015 4.81722 0.140
H 0.80259 -4.02648 4.15357 0.117
H 1.99812 -4.30167 5.54811 0.143
H 0.94066 -2.18437 -0.60257 0.106
H 1.59751 -2.70425 -2.19151 0.107
H 3.52915 -3.87109 -0.43030 0.117
H 3.12404 -2.31026 0.38759 0.093
H 4.25023 -0.98314 -1.06906 0.120
H 3.64580 -1.81315 -2.58964 0.122
H 7.06561 -2.98923 -0.51461 0.099
H 6.38538 -1.32546 -0.24601 0.096
H 5.60502 -2.78823 0.52356 0.087
H 0.17156 -4.35389 -2.99207 0.105
H -0.98263 -6.70148 -2.77197 0.097
H -0.85791 -7.94727 -0.59074 0.103
H 0.75537 -6.75628 4.79989 0.132
H 0.57043 -8.35879 3.96994 0.132
H 2.47204 -9.00030 2.69803 0.116
H 4.02829 -8.05904 2.98063 0.129
H 3.78287 -10.74574 3.65814 0.073
H 2.93813 -10.04806 5.13494 0.084
H 4.71386 -9.61291 4.79263 0.075
C -6.65631 -3.87458 -1.19480 -0.060
C -5.32374 -4.32915 -1.75443 -0.201
O -4.27477 -3.42356 -1.37217 0.022
C -3.76416 -3.60178 -0.14554 -0.377
O -4.12332 -4.44275 0.62638 0.177
C -2.63162 -2.60650 0.10484 -0.496
F -2.94635 -1.35408 -0.29286 0.124
F -1.51351 -2.94973 -0.56047 0.161
F -2.29827 -2.52006 1.39761 0.161
H -6.86604 -2.84509 -1.49317 0.081
H -7.46220 -4.51739 -1.55139 0.084
H -6.65319 -3.89676 -0.10356 0.079
H -5.36025 -4.32001 -2.84436 0.126
H -5.08464 -5.34940 -1.44832 0.127
C -2.88220 1.09906 -1.52480 -0.060
C -4.05061 0.88112 -2.46317 -0.192
O -4.80999 2.09213 -2.62418 0.030
C -4.32888 2.97262 -3.50969 -0.384
O -3.33109 2.81660 -4.15395 0.171
C -5.25835 4.18237 -3.61096 -0.519
F -5.65645 4.62724 -2.40571 0.160
F -6.37844 3.89334 -4.30066 0.160
F -4.68059 5.22256 -4.23134 0.153
H -3.22706 1.50328 -0.57047 0.091
H -2.35902 0.16909 -1.34459 0.057
H -2.17315 1.81906 -1.93857 0.084
H -4.73062 0.14207 -2.03734 0.122
H -3.72364 0.49779 -3.43179 0.129
C -5.07664 8.97650 -3.66538 -0.057
C -3.74428 8.52526 -4.22765 -0.200
O -2.69951 9.44122 -3.85584 0.029
C -2.18326 9.27606 -2.63244 -0.383
O -2.53275 8.43741 -1.85167 0.172
C -1.05652 10.28160 -2.39367 -0.517
F -1.38061 11.52253 -2.79797 0.162
F 0.06384 9.94236 -3.06135 0.156
F -0.71945 10.37655 -1.09853 0.152
H -5.29342 10.00246 -3.97057 0.083
H -5.88038 8.32620 -4.01328 0.082
H -5.06831 8.96290 -2.57394 0.079
H -3.78674 8.52569 -5.31727 0.129
H -3.49838 7.50911 -3.91513 0.112
C 1.89300 10.04730 0.98426 -0.056
C 2.64017 9.59195 -0.25217 -0.200
O 4.05929 9.74084 -0.07464 0.028
C 4.67302 8.75815 0.59667 -0.384
O 4.12349 7.79361 1.04685 0.170
C 6.17735 9.02405 0.66620 -0.524
F 6.45643 10.30153 0.98460 0.157
F 6.77717 8.77946 -0.51482 0.159
F 6.78988 8.25763 1.57840 0.163
H 2.17427 11.06927 1.24744 0.086
H 0.81650 10.00859 0.81823 0.067
H 2.13309 9.41893 1.84397 0.079
H 2.36518 10.22043 -1.09988 0.120
H 2.38910 8.56346 -0.51887 0.128
```

## Properties
SMILES = CCOCCOc1nc2c(CCCOC)cccc2nc1COCC.CCOC(=O)C(F)(F)F.CCOC(=O)C(F)(F)F.CCOC(=O)C(F)(F)F.CCOC(=O)C(F)(F)F
charge = 0
HOMO-LUMO gap = 8.16 eV

# 2
C35H72N10O12 | wB97M-V/def2-TZVPD

Structure (XYZ):
```
129
Properties=species:S:1:pos:R:3:lowdin_charge:R:1
O -1.28941 1.95559 0.66272 -0.011
C -0.76092 1.57295 1.79786 -0.365
O 0.11517 0.42712 1.77861 0.007
N -1.08255 2.40452 2.99422 0.063
C 0.10155 2.60965 3.89262 -0.195
O 0.81674 3.87657 3.68394 -0.155
C 0.18585 4.69580 2.65787 -0.172
C 0.85897 4.61706 1.18820 0.015
C 0.23050 5.43830 -0.04502 -0.057
C -1.06477 6.30720 0.26049 -0.088
C -1.75389 6.44483 1.70653 -0.056
C -1.11459 5.62318 2.91399 0.007
H -0.07138 0.00173 0.88366 0.088
H -1.90880 2.03823 3.51642 0.087
H 0.83872 1.70196 3.90961 0.138
H -0.32849 2.66677 4.98518 0.143
H 1.81190 3.94791 1.04956 0.075
H 0.74482 5.30650 -1.06726 0.079
H -1.54616 6.87720 -0.63562 0.074
H -2.68208 7.09944 1.90827 0.054
H -1.52384 5.60821 4.00119 0.095
C 4.04230 3.61028 1.90683 -0.319
O 3.68079 4.55412 1.22156 -0.008
N 5.17642 2.86815 1.70030 -0.204
C 5.53867 1.75991 2.55945 -0.064
C 6.04075 3.20305 0.58659 -0.051
H 3.45714 3.27334 2.77794 0.133
H 6.51503 1.96242 3.00820 0.087
H 5.59450 0.84796 1.95864 0.088
H 4.80156 1.62101 3.35336 0.086
H 6.38695 4.23392 0.70072 0.093
H 5.47109 3.12506 -0.34354 0.091
H 6.89896 2.52885 0.54993 0.085
C -5.48886 6.41625 2.75172 -0.344
O -4.68449 7.23564 2.33330 -0.027
N -6.04031 5.40043 2.01788 -0.196
C -6.99016 4.46644 2.58714 -0.064
C -5.66160 5.25458 0.62642 -0.036
H -5.84284 6.43767 3.79497 0.138
H -6.58411 3.45421 2.50729 0.087
H -7.92813 4.52950 2.02928 0.085
H -7.18290 4.69331 3.63788 0.087
H -4.58058 5.10174 0.56474 0.092
H -5.91787 6.17175 0.08855 0.090
H -6.17930 4.40624 0.17430 0.090
C -1.43194 -2.15575 -0.94989 -0.304
O -1.38582 -1.53390 0.10157 -0.005
N -1.20139 -1.62743 -2.19173 -0.185
C -1.27471 -2.43007 -3.39616 -0.049
C -0.87335 -0.21912 -2.30440 -0.047
H -1.67244 -3.23049 -0.97430 0.140
H -0.30466 -2.40427 -3.89994 0.070
H -2.04058 -2.01195 -4.05541 0.094
H -1.52951 -3.46652 -3.16349 0.074
H 0.03557 -0.01821 -1.73035 0.087
H -1.69164 0.37262 -1.88522 0.095
H -0.71725 0.05730 -3.34921 0.080
C -8.59922 7.85427 2.34095 -0.325
O -9.30933 6.94908 2.75140 0.005
N -8.97125 9.16875 2.23447 -0.203
C -8.06861 10.18651 1.73665 -0.057
C -10.31047 9.55343 2.63249 -0.050
H -7.56387 7.67023 2.01261 0.112
H -7.92803 10.94610 2.51041 0.090
H -8.50813 10.64715 0.84765 0.088
H -7.09854 9.75770 1.47537 0.088
H -10.45802 9.29593 3.68488 0.093
H -11.03520 8.99853 2.03043 0.092
H -10.45995 10.62588 2.49190 0.086
C -4.06518 0.50441 5.05643 -0.310
O -3.22338 1.35990 4.82751 -0.006
N -3.98643 -0.80668 4.67019 -0.199
C -5.02767 -1.76468 4.97977 -0.062
C -2.82308 -1.25101 3.92690 -0.031
H -4.98670 0.73707 5.61365 0.133
H -4.59978 -2.57353 5.57814 0.090
H -5.42503 -2.17150 4.04597 0.091
H -5.83948 -1.29555 5.54010 0.084
H -1.92650 -1.07233 4.52680 0.098
H -2.74755 -0.67269 3.00200 0.092
H -2.90120 -2.31392 3.69021 0.093
C -0.48148 -5.57430 -5.05089 -0.347
O -1.18387 -5.83096 -4.08465 -0.007
N 0.88729 -5.52687 -5.04679 -0.181
C 1.64878 -5.21383 -6.23820 -0.067
C 1.59639 -5.79917 -3.80979 -0.073
H -0.91863 -5.35259 -6.03831 0.127
H 2.30926 -6.05453 -6.46876 0.088
H 2.24717 -4.31962 -6.05193 0.054
H 0.98895 -5.03263 -7.09010 0.082
H 1.34099 -6.80455 -3.46703 0.075
H 1.28002 -5.07913 -3.05145 0.085
H 2.67509 -5.72472 -3.95994 0.083
C 1.93028 -7.67437 -0.45476 -0.313
O 1.56862 -6.73839 -1.15070 0.000
N 3.06350 -8.41890 -0.65312 -0.188
C 3.42617 -9.51716 0.21847 -0.063
C 3.92737 -8.09753 -1.77074 -0.063
H 1.34587 -8.00128 0.42050 0.130
H 4.40273 -9.30928 0.66380 0.075
H 3.48143 -10.43602 -0.37196 0.087
H 2.68952 -9.64682 1.01454 0.083
H 4.27377 -7.06573 -1.66817 0.088
H 3.35695 -8.18616 -2.69975 0.084
H 4.78514 -8.77209 -1.79978 0.079
C 3.60908 -2.23324 -4.80471 -0.310
O 2.89718 -3.13404 -4.38844 -0.001
N 3.23488 -0.92079 -4.91905 -0.197
C 4.13358 0.09785 -5.42208 -0.060
C 1.89402 -0.54133 -4.52276 -0.053
H 4.64506 -2.41931 -5.13110 0.135
H 4.27112 0.86198 -4.65229 0.091
H 3.69243 0.55214 -6.31342 0.090
H 5.10526 -0.32848 -5.68109 0.084
H 1.74875 -0.79519 -3.46924 0.087
H 1.17265 -1.10345 -5.12229 0.088
H 1.73795 0.52959 -4.66802 0.095
C 7.29909 -6.86547 0.12205 -0.315
O 6.28948 -7.55184 0.12775 0.004
N 8.24651 -6.85716 -0.86816 -0.204
C 9.42126 -6.01232 -0.80335 -0.064
C 8.06756 -7.72158 -2.01749 -0.045
H 7.53054 -6.17384 0.94803 0.132
H 9.42477 -5.34163 -1.66686 0.089
H 10.31418 -6.64295 -0.82664 0.090
H 9.42717 -5.41706 0.11238 0.085
H 7.12801 -7.46481 -2.51449 0.088
H 8.01310 -8.75975 -1.67846 0.095
H 8.89734 -7.60649 -2.71779 0.088
```

## Properties
energy relative to the best compared isomer or geometry (same formula, charge and spin) = 3.690 eV
SMILES = O=C(O)NCOc1ccccc1.CN(C)C=O.CN(C)C=O.CN(C)C=O.CN(C)C=O.CN(C)C=O.CN(C)C=O.CN(C)C=O.CN(C)C=O.CN(C)C=O
charge = 0
HOMO-LUMO gap = 7.41 eV

# 3
C24H25FIrN3O3Si | wB97M-V/def2-TZVPD

Structure (XYZ):
```
58
Properties=species:S:1:pos:R:3:lowdin_spin:R:1
Ir 0.23354 1.07019 0.65497 0.510
C 0.71253 5.30602 -1.87041 0.000
O 0.21776 4.20960 -2.64421 0.001
C 1.11246 3.19229 -2.80601 0.003
C 1.80426 3.05889 -3.98935 0.001
C 2.67756 1.98828 -4.19711 0.001
C 2.84211 1.04836 -3.21365 0.002
C 2.13243 1.14021 -1.99898 0.000
C 2.32909 0.08432 -1.05732 0.002
N 1.66266 -0.08729 0.03915 -0.003
N 1.94272 -1.18365 0.83438 0.000
C 1.25881 -1.13286 1.93752 0.004
O 0.45122 -0.12573 2.22929 0.046
C 1.34386 -2.22758 2.91721 0.001
C 0.67220 -2.12133 4.13230 0.001
C 0.74367 -3.15584 5.05152 0.000
C 1.48152 -4.29396 4.75968 0.001
C 2.15092 -4.40126 3.54652 0.000
C 2.08573 -3.37202 2.62485 0.001
C 1.26759 2.23634 -1.78556 0.001
O 0.58542 2.45170 -0.65826 0.040
H -0.08490 6.04282 -1.84025 0.000
H 1.59240 5.74134 -2.34963 0.000
H 0.96447 4.99009 -0.85718 0.000
H 1.64455 3.80464 -4.75768 0.000
H 3.21541 1.90389 -5.13053 0.000
H 3.51152 0.21049 -3.36184 0.000
H 3.08523 -0.66882 -1.25677 0.000
H 0.10302 -1.22903 4.35256 0.000
H 0.22587 -3.07288 5.99753 0.000
H 1.53797 -5.09973 5.47963 0.000
H 2.72597 -5.28941 3.32172 0.000
H 2.60127 -3.44489 1.67743 0.000
C -2.87262 2.17160 -1.38115 0.007
Si -2.59751 1.26814 0.20583 0.022
C -4.08188 0.42445 0.91290 0.004
C -1.75017 2.39566 1.48847 -0.002
N -1.26714 0.11852 0.02441 0.303
C -1.17665 -1.21644 -0.40637 0.031
C -1.47052 -2.27284 0.45109 0.011
C -1.36419 -3.57823 -0.00125 0.002
C -0.96333 -3.83261 -1.30541 -0.001
C -0.66951 -2.78955 -2.17487 0.000
C -0.78318 -1.49842 -1.71202 0.007
F -0.49562 -0.46411 -2.52165 0.001
H -3.66553 2.91556 -1.27878 0.001
H -3.16227 1.48337 -2.17798 0.000
H -1.95715 2.68322 -1.68990 0.000
H -4.88729 1.14278 1.08035 0.000
H -3.85123 -0.06043 1.86273 0.000
H -4.45656 -0.33388 0.22188 0.000
H -2.09533 3.41139 1.27805 0.000
H -0.64620 2.61138 1.54971 0.001
H -2.02528 2.11744 2.50460 0.000
H -1.76525 -2.05497 1.47085 0.001
H -1.58856 -4.39723 0.66791 0.000
H -0.87645 -4.85254 -1.65444 0.000
H -0.36145 -2.96550 -3.19645 0.000
```

## Properties
⟨S²⟩ = 0.75
spin multiplicity = 2
energy relative to the best compared isomer or geometry (same formula, charge and spin) = 0.000 eV
charge = +1
HOMO-LUMO gap (alpha / beta) = 7.05 / 6.39 eV

Number 1: strongest force on any atom 0.0873 Eh/bohr. Number 2: strongest force on any atom 0.1290 Eh/bohr. Number 3: strongest force on any atom 0.0031 Eh/bohr.